Molecular formula: C41H90F3N6O6S
Method: DFT, the ωB97M-V functional and the def2-TZVPD basis

Last column: Löwdin charge in e.
Positions of all 147 atoms, in Å:
1 C -0.26505 2.80800 7.62613  -0.07
2 C -0.13628 1.96547 6.30789  -0.20
3 C -1.29732 0.97853 5.97849  -0.08
4 N -0.91600 -0.13387 4.95709  -0.25
5 C -0.34208 0.37650 3.63397  0.03
6 C -0.14941 -1.27423 5.60179  -0.09
7 C -1.13097 -2.39192 6.02530  -0.13
8 C -2.49953 -1.90251 5.65722  -0.15
9 C -2.24859 -0.83778 4.55691  -0.08
10 H 0.56893 2.65843 8.31184  0.08
11 H -1.06158 2.44153 8.27369  0.07
12 H -0.69299 3.80406 7.51289  0.08
13 H 0.79359 1.40163 6.38219  0.09
14 H 0.08278 2.61919 5.46363  0.10
15 H -1.99704 1.54485 5.36385  0.13
16 H -1.74414 0.50366 6.85196  0.14
17 H 0.71258 0.51870 3.86971  0.08
18 H -0.74327 1.32833 3.28586  0.11
19 H -0.52874 -0.39363 2.88554  0.09
20 H 0.57678 -1.59626 4.85544  0.12
21 H 0.40607 -0.89288 6.45860  0.13
22 H -0.87869 -3.27111 5.43245  0.12
23 H -1.15062 -2.55223 7.10327  0.13
24 H -3.05456 -2.76722 5.29347  0.13
25 H -3.12161 -1.46001 6.43524  0.12
26 H -2.05034 -1.45563 3.68110  0.12
27 H -2.92578 0.01241 4.47526  0.13
28 C 4.28741 -5.27211 3.61481  -0.07
29 C 4.80743 -3.83068 3.23111  -0.21
30 C 3.91834 -2.62781 3.50785  -0.10
31 N 4.54765 -1.31575 2.87899  -0.20
32 C 5.54206 -0.72892 3.96414  0.06
33 C 3.46078 -0.29990 2.32233  -0.05
34 C 3.16194 -0.71611 0.85745  -0.15
35 C 4.31463 -1.61064 0.42519  -0.14
36 C 5.31269 -1.51316 1.56203  -0.13
37 H 4.85664 -6.06591 3.13112  0.08
38 H 3.23058 -5.43879 3.40640  0.07
39 H 4.49691 -5.43721 4.67167  0.08
40 H 4.73979 -3.86883 2.14388  0.09
41 H 5.79710 -3.77041 3.68390  0.12
42 H 3.84608 -2.40590 4.57258  0.12
43 H 2.90277 -2.67744 3.11508  0.12
44 H 6.37963 -1.42616 3.94362  0.11
45 H 5.07975 -0.49812 4.92388  0.11
46 H 5.90516 0.20936 3.54474  0.10
47 H 3.82633 0.72451 2.39345  0.13
48 H 2.61944 -0.37739 3.01099  0.09
49 H 3.25165 0.16023 0.21552  0.09
50 H 2.21269 -1.23900 0.74076  0.10
51 H 4.75363 -1.25124 -0.50552  0.12
52 H 3.94992 -2.63340 0.33006  0.11
53 H 5.74803 -0.51552 1.50464  0.12
54 H 6.20088 -2.14493 1.57132  0.14
55 C -5.17350 -2.24267 0.82396  -0.05
56 C -3.75576 -3.02438 0.64486  -0.20
57 C -2.85225 -2.43822 -0.40306  -0.11
58 N -2.17476 -3.51045 -1.29510  -0.26
59 C -3.15892 -4.04816 -2.31918  0.06
60 C -1.64836 -4.71565 -0.50633  -0.07
61 C -0.46384 -5.33544 -1.34658  -0.12
62 C -0.07752 -4.27143 -2.41205  -0.11
63 C -0.97976 -3.01764 -2.03130  -0.10
64 H -5.11542 -1.15434 0.80735  0.05
65 H -5.77842 -2.57551 1.66740  0.07
66 H -5.78318 -2.60863 -0.00216  0.07
67 H -3.90146 -4.10248 0.57728  0.11
68 H -3.22576 -2.87411 1.58541  0.08
69 H -2.03005 -1.82202 -0.03921  0.11
70 H -3.50338 -1.79100 -0.99062  0.12
71 H -2.69216 -4.97671 -2.64785  0.12
72 H -3.29027 -3.20883 -3.00209  0.12
73 H -4.17343 -4.21899 -1.95906  0.11
74 H -2.49281 -5.39488 -0.38944  0.13
75 H -1.31913 -4.23319 0.41396  0.13
76 H -0.69386 -6.25477 -1.88511  0.12
77 H 0.31467 -5.61570 -0.63703  0.11
78 H -0.24798 -4.62510 -3.42890  0.12
79 H 0.99840 -4.10080 -2.44903  0.11
80 H -1.17128 -2.39418 -2.90464  0.12
81 H -0.38365 -2.34775 -1.41160  0.11
82 C -7.49979 4.32361 -3.14040  -0.12
83 C -6.22144 3.65317 -3.36457  -0.23
84 C -5.71046 2.72797 -2.16771  -0.06
85 N -4.26846 2.22708 -2.20176  -0.22
86 C -3.84131 1.48474 -3.46463  0.04
87 C -3.16880 3.32797 -1.87992  -0.04
88 C -3.28040 3.53656 -0.31815  -0.14
89 C -3.92578 2.29241 0.30833  -0.14
90 C -3.99730 1.35853 -0.95839  -0.11
91 H -8.25289 3.54009 -3.05640  0.09
92 H -7.79380 5.11314 -3.83198  0.10
93 H -7.43616 4.90069 -2.21790  0.08
94 H -5.59424 4.45422 -3.75577  0.11
95 H -6.34133 3.03835 -4.25661  0.11
96 H -6.19387 1.75633 -2.26941  0.13
97 H -5.98350 3.03975 -1.15957  0.13
98 H -4.66051 0.91620 -3.90486  0.11
99 H -2.98024 0.86473 -3.21514  0.09
100 H -3.50272 2.13010 -4.27517  0.12
101 H -2.21864 2.86455 -2.14554  0.11
102 H -3.29046 4.25653 -2.43766  0.13
103 H -2.26162 3.79320 -0.02775  0.11
104 H -3.92125 4.34756 0.02782  0.11
105 H -3.29676 1.98493 1.14373  0.10
106 H -4.85238 2.54985 0.82141  0.11
107 H -3.07827 0.77416 -1.00294  0.10
108 H -4.76512 0.61109 -0.75864  0.11
109 C 1.06920 5.09009 -2.34238  -0.06
110 C 2.21521 4.30575 -3.11847  -0.19
111 C 3.23394 3.63502 -2.16166  -0.10
112 N 4.19723 2.59866 -2.87784  -0.20
113 C 5.30901 2.19548 -1.86654  0.02
114 C 4.96812 3.16588 -4.07926  -0.08
115 C 5.49154 1.98329 -4.95048  -0.12
116 C 4.38137 0.99716 -4.71682  -0.17
117 C 3.43623 1.39504 -3.55234  -0.04
118 H 1.60238 5.54721 -1.50880  0.07
119 H 0.31638 4.39431 -1.97187  0.05
120 H 0.50545 5.79021 -2.95892  0.08
121 H 2.73233 5.05043 -3.72356  0.10
122 H 1.84321 3.51168 -3.76592  0.10
123 H 2.83623 3.12293 -1.28547  0.11
124 H 3.91576 4.36019 -1.71742  0.12
125 H 4.92672 1.67031 -0.99125  0.08
126 H 5.78209 3.10830 -1.50452  0.10
127 H 6.15258 1.63753 -2.27295  0.11
128 H 5.69995 3.77347 -3.54695  0.12
129 H 4.39561 3.95864 -4.56079  0.13
130 H 6.44343 1.52970 -4.67435  0.11
131 H 5.49567 2.10064 -6.03414  0.13
132 H 4.91704 0.06195 -4.55391  0.11
133 H 3.94774 0.55904 -5.61577  0.12
134 H 3.54401 0.60858 -2.80537  0.11
135 H 2.41159 1.60143 -3.86156  0.12
136 N 0.29331 0.47733 -0.92995  -0.69
137 O 0.03936 -0.08303 0.05866  -0.03
138 O 1.37495 1.03437 -1.06724  -0.03
139 O -0.62729 0.58288 -1.72509  -0.04
140 C -0.65283 -0.77578 -5.54525  -0.60
141 F -0.38088 -2.09980 -5.38861  0.08
142 F -2.02760 -0.71276 -5.47419  0.05
143 F -0.12253 -0.00671 -4.57631  0.08
144 S -0.09023 -0.22079 -7.29326  0.52
145 O -0.65919 -1.24587 -8.21527  -0.35
146 O -0.58209 1.14292 -7.50532  -0.36
147 O 1.42027 -0.27090 -7.31196  -0.40

Cartesian forces (eV/Å) of the 6 atoms listed first:
C -1.51 -1.12 0.19
C 0.50 -0.33 0.59
C 1.04 0.95 -1.38
N -1.80 -0.71 -0.17
C 0.82 -0.26 1.34
C 0.71 0.38 0.21

Calculated values
- Maximum force: 8.4 eV Å⁻¹
- Total charge: +3
- HOMO level: -11.99 eV
- Energy relative to the best compared isomer or geometry (same formula, charge and spin): 7.150 eV
- HOMO-LUMO gap: 5.25 eV